# 1
Computed, not measured: a molecular structure, C12H23F3NO5P2STi, with wB97M-V/def2-TZVPD.

XYZ file:
```
48
Properties=species:S:1:pos:R:3:forces:R:3
Ti 0.06312 0.45339 1.00568 0.51 -0.75 -1.32
S -0.30002 1.33890 3.46001 -1.32 -1.73 -3.17
P 2.19607 -0.73411 0.45074 0.47 0.14 -0.51
P -2.36049 0.04094 0.31693 -0.42 0.89 0.07
F 0.88142 0.81867 5.91147 0.19 0.27 -1.45
F 2.09343 1.98121 4.46709 -0.93 -1.01 0.32
F 1.79035 -0.18191 4.16917 -0.81 1.52 0.62
O 0.27260 -3.82175 0.09048 -0.77 -0.22 -1.56
O -1.71460 -3.30251 -3.97459 1.33 -0.45 0.22
O 0.36845 2.00657 2.23871 -0.35 1.08 2.50
O -1.53978 1.90505 3.95524 2.64 -0.39 0.19
O -0.50179 -0.04413 2.78102 -0.61 0.91 3.75
N 0.09511 1.01625 -1.00901 0.14 -0.88 -1.11
C -0.76323 1.86145 -3.03466 0.12 0.26 -0.70
C 1.36913 1.26791 -1.41864 0.11 0.91 -0.48
C -3.29174 1.48983 0.96226 -0.30 0.24 0.82
C 1.60996 2.01433 -2.57359 -1.11 0.01 -0.13
C -2.31058 0.81565 -1.37362 -1.65 -0.50 0.92
C 1.21983 0.96738 4.62695 0.60 -0.12 0.28
C -0.96481 1.16242 -1.85250 1.60 1.23 -0.26
C 3.57916 -0.72410 1.62870 0.26 -0.08 0.22
C 2.75199 -1.96488 -0.77204 -0.05 -0.41 -0.13
C 0.49727 2.34676 -3.38906 0.93 -0.53 0.87
C 2.53310 0.83851 -0.53033 0.17 0.09 0.37
C -3.61491 -1.28546 0.32121 -0.24 -0.40 -0.38
H -3.47328 1.48261 2.04673 0.00 -0.14 -0.34
H 2.83703 1.65541 0.16208 -0.31 -0.39 -0.28
H 0.00317 -3.13262 -0.54064 0.30 0.41 0.67
H -2.58989 -2.99999 -4.09446 -1.64 0.35 -0.46
H -4.52080 -1.03454 -0.24350 0.18 0.17 0.06
H 2.03400 -2.06002 -1.59715 0.18 0.10 0.18
H -2.72956 2.41128 0.73425 -0.11 -0.38 0.11
H -3.93606 -1.53930 1.34027 0.32 0.23 -0.15
H -1.61251 2.08793 -3.67407 0.10 -0.15 0.09
H -4.25313 1.54043 0.42001 0.31 0.00 0.33
H -1.42029 -2.80253 -3.21572 0.30 0.12 0.24
H 2.61587 2.38803 -2.76903 -0.31 -0.31 -0.19
H -3.19716 -2.19748 -0.12101 0.00 0.15 0.12
H 0.66851 2.94864 -4.27924 -0.27 -0.14 0.17
H 3.44034 0.59024 -1.11888 -0.59 0.43 0.05
H -0.03316 -4.56209 -0.47479 0.43 -0.20 0.91
H 3.74041 -1.70913 -1.18131 -0.27 0.00 0.17
H 4.55292 -0.59493 1.13943 -0.24 0.00 -0.01
H 3.44969 0.05656 2.38610 0.01 -0.16 -0.21
H 2.80865 -2.94144 -0.27787 -0.05 0.16 -0.13
H -2.97588 1.69694 -1.31367 0.65 -0.13 -0.14
H 3.58615 -1.69356 2.13874 -0.01 0.15 0.00
H -2.95407 0.14325 -1.92390 0.51 -0.37 -1.16
```
Forces are in eV/Å.

- orbital gap (spin up / spin down) (eV) = 6.89 / 9.62
- HOMO level (spin up / spin down) (eV) = -9.8 / -12.8
- ⟨S²⟩ = 2.0092
- total charge = +1
- spin multiplicity = 3
- DFT total energy (Eh) = -3131.76983

Atom charges from the Löwdin analysis, given in e for atoms 1 to 4: number 1, Ti, carries 0.591; number 2, S, carries 0.736; number 3, P, carries 0.837; number 4, P, carries 0.872


# 2
Computed, not measured: a gas-phase ion, C4H7N2O (charge +1), with wB97M-V/def2-TZVPD.

XYZ file:
```
14
Properties=species:S:1:pos:R:3:forces:R:3
O -0.90814 1.51265 0.33411 0.41 -0.03 0.76
N -0.39743 -1.38348 0.00408 -0.33 0.97 -0.54
N 1.50081 0.24071 0.29006 2.40 -1.12 1.85
C -1.50555 -0.68704 -0.19811 -4.66 -1.60 -0.74
C 1.41702 1.27808 -0.46525 2.32 1.42 0.50
C 0.82353 -0.99789 0.31061 1.64 -0.81 1.30
C -1.76254 0.69526 0.01100 -0.02 1.65 0.23
H -2.78482 1.15573 -0.07191 0.34 -1.31 -0.33
H 2.36503 0.26684 0.98550 -2.22 -0.57 -2.04
H 0.49666 1.43697 -0.94958 -0.30 0.29 -1.33
H -2.53917 -1.25697 -0.36670 2.89 0.73 0.13
H 1.37836 -1.85009 0.72852 0.29 0.95 -0.33
H 2.35246 1.99494 -0.46347 -2.43 -1.29 0.14
H -0.43621 -2.40570 -0.14886 -0.34 0.73 0.41
```
Forces are in eV/Å.

- orbital gap (spin up / spin down) (eV) = 7.38 / 7.38
- HOMO level (spin up / spin down) (eV) = -12.7 / -12.7
- ΔE to the lowest compared entry with this formula, charge and spin (eV) = 4.186
- total charge = +1
- DFT total energy (Eh) = -340.98243

Atom charges from the Löwdin analysis, given in e for atoms 1 to 4: number 1, O, carries -0.023; number 2, N, carries 0.066; number 3, N, carries 0.032; number 4, C, carries -0.059